{
  "formula": "C34H47FNO3PS2V",
  "method": "ωB97M-V/def2-TZVPD",
  "symbols": ["V", "C", "C", "C", "C", "C", "C", "C", "C", "C", "C", "C", "C", "N", "C", "C", "C", "C", "C", "C", "F", "H", "H", "H", "H", "H", "H", "H", "H", "H", "H", "H", "H", "H", "H", "H", "H", "H", "H", "H", "H", "H", "C", "C", "C", "O", "P", "S", "S", "O", "C", "C", "C", "H", "H", "H", "H", "H", "H", "H", "H", "H", "H", "H", "H", "H", "H", "C", "C", "C", "C", "C", "C", "C", "O", "C", "C", "C", "H", "H", "H", "H", "H", "H", "H", "H", "H", "H", "H", "H"],
  "xyz": [[-0.354516, 0.317607, 0.122316], [3.394514, 2.310501, 0.314217], [2.952422, 1.910681, -1.070891], [1.463542, 2.235666, -1.333861], [3.257868, 0.494906, -1.492593], [4.198771, 0.276821, -2.482760], [4.595734, -0.995837, -2.858467], [3.983646, -2.090451, -2.276362], [3.012534, -1.900172, -1.274433], [2.325489, -3.173416, -0.771907], [0.914929, -3.237896, -1.334351], [2.420403, -3.447656, 0.736918], [2.619604, -0.621623, -0.864757], [1.591848, -0.423211, 0.135816], [2.053023, -0.478439, 1.438785], [3.405451, -0.604521, 1.793838], [3.826328, -0.584560, 3.100436], [2.896720, -0.610244, 4.136614], [1.541647, -0.573039, 3.839709], [1.156627, -0.487945, 2.533411], [-0.225194, -0.291119, 2.218131], [3.347874, 3.368396, 0.400314], [4.399100, 2.010064, 0.559669], [2.761100, 1.966553, 1.130297], [3.514983, 2.546171, -1.765977], [0.903490, 2.302693, -0.374477], [0.944508, 1.517581, -1.977511], [1.359379, 3.231874, -1.724855], [4.622520, 1.139698, -3.009353], [5.334589, -1.131823, -3.644513], [4.297902, -3.075124, -2.584602], [2.911639, -4.007827, -1.200368], [0.354887, -2.314565, -1.060881], [0.357873, -4.081853, -0.907499], [0.959911, -3.280763, -2.441092], [1.717837, -2.872144, 1.342755], [3.413295, -3.254924, 1.120318], [2.193710, -4.525782, 0.926962], [4.114465, -0.572170, 1.001677], [4.901554, -0.661921, 3.321648], [3.230432, -0.765831, 5.131925], [0.745172, -0.579337, 4.609770], [-1.637322, 4.405009, -3.174355], [-1.299855, 5.066552, -1.872716], [0.050461, 5.770114, -1.895268], [-1.202857, 4.029342, -0.837923], [-2.546299, 3.702043, -0.008704], [-4.213540, 3.585943, -1.047175], [-1.806961, 2.092907, 1.103774], [-2.707070, 5.007399, 0.918290], [-1.756115, 5.319039, 1.992158], [-1.623281, 6.853844, 2.003443], [-2.348150, 4.741888, 3.248790], [-1.629575, 5.116464, -3.994031], [-2.625437, 3.917031, -3.178859], [-0.846180, 3.700716, -3.361857], [-2.094938, 5.802379, -1.575077], [0.797307, 5.160250, -2.421230], [0.453278, 5.925391, -0.892960], [-0.011706, 6.735446, -2.339083], [-0.826744, 4.790055, 1.751659], [-2.566829, 7.292334, 2.342737], [-1.454822, 7.217793, 0.980182], [-0.832200, 7.173510, 2.678587], [-3.106758, 5.435634, 3.619272], [-1.529988, 4.701674, 3.958415], [-2.765889, 3.737702, 3.118612], [-3.358616, -7.540896, 0.343705], [-3.200569, -6.079780, 0.164411], [-3.942076, -5.409297, -0.790104], [-3.708054, -4.076667, -1.111273], [-4.494294, -3.596652, -2.283484], [-2.735339, -3.307954, -0.403685], [-2.426134, -1.920182, -0.739391], [-1.702356, -1.122671, -0.099944], [-2.036185, -3.976493, 0.632110], [-1.096794, -3.251297, 1.524627], [-2.263286, -5.326820, 0.889960], [-4.249608, -7.904989, -0.126972], [-3.427348, -7.825223, 1.392200], [-2.537436, -8.088184, -0.143610], [-4.698628, -5.935010, -1.333998], [-5.284531, -4.301533, -2.560640], [-3.806538, -3.505119, -3.100950], [-4.957259, -2.604386, -2.138670], [-2.880019, -1.486417, -1.656955], [-1.746991, -2.580049, 2.130118], [-0.399085, -2.648852, 0.950617], [-0.597604, -3.969719, 2.181417], [-1.737355, -5.807298, 1.699842]],
  "forces_ev_per_a": [[0.5, 0.8, 0.2], [-0.4, -0.3, 0.7], [-0.6, -0.2, -1.1], [-0.2, 0.0, 1.3], [-0.3, -0.7, 1.0], [0.3, 0.4, -0.4], [-0.2, -0.2, -0.3], [0.1, 0.9, 0.5], [-0.3, -1.0, -0.1], [0.8, -0.2, 0.1], [-0.5, 0.5, -0.1], [-0.7, -0.7, 0.1], [0.2, 0.7, -0.5], [0.4, 0.1, 0.0], [-0.6, -0.5, 0.1], [-0.3, 0.8, 0.1], [0.2, -0.6, 0.5], [0.1, -0.3, -0.5], [-1.0, 0.2, 0.7], [0.2, 0.5, -1.0], [1.0, -0.3, 0.1], [0.1, 1.2, -0.1], [0.5, -0.2, -0.1], [-0.2, -0.4, -0.2], [0.0, -0.1, 0.1], [0.2, 0.0, -0.3], [0.2, 0.1, -0.2], [-0.2, 0.3, -0.4], [0.0, -0.3, 0.3], [-0.1, 0.0, 0.1], [-0.2, -0.2, 0.1], [-0.3, 0.3, -0.1], [0.4, -0.6, -0.2], [0.1, 0.0, -0.4], [-0.2, -0.2, 0.6], [0.1, -0.1, -0.2], [0.3, 0.0, 0.0], [0.1, 0.7, -0.2], [0.5, -0.1, -0.5], [-0.6, 0.1, -0.1], [0.1, 0.2, 0.8], [0.7, 0.0, -0.4], [-0.5, 0.0, -0.4], [-0.4, 0.7, 0.9], [0.3, -0.9, 0.5], [-0.2, 0.4, -0.7], [-0.2, -0.4, 0.0], [0.7, -0.3, 0.5], [-0.6, 0.6, -0.3], [0.2, -0.3, 0.2], [-0.6, -0.2, -0.9], [-0.3, -0.7, -0.3], [0.2, 0.4, 0.4], [0.1, 0.3, -0.1], [0.6, 0.1, 0.2], [0.2, -0.6, -0.3], [0.6, -0.7, -0.2], [-0.2, 0.2, -0.1], [-0.3, -0.1, 0.1], [-0.1, 0.7, -0.7], [0.1, 0.4, 0.0], [0.1, -0.1, 0.0], [0.2, -0.1, 0.3], [0.1, 0.0, -0.1], [-0.1, -0.2, 0.1], [0.0, -0.1, 0.5], [0.2, 0.3, -0.1], [0.3, -0.6, 0.2], [0.6, 0.9, 0.2], [0.6, 0.6, 0.2], [-0.1, 0.0, 0.1], [-0.5, 1.1, 0.1], [-0.1, -0.6, 0.1], [-0.1, 1.1, -0.2], [-1.0, -1.8, -0.7], [-0.2, -0.5, 0.1], [-0.6, 0.2, 0.6], [-0.5, 0.0, -0.5], [-0.6, -0.1, -0.3], [0.3, 0.0, 0.1], [0.0, 0.2, 0.4], [-0.3, -0.3, -0.3], [0.2, 0.2, 0.1], [0.2, 0.1, -0.8], [0.2, -0.4, 0.0], [0.0, -0.5, 0.3], [0.8, -0.2, -0.2], [0.1, 0.0, 0.3], [0.1, 0.3, -0.1], [0.3, 0.0, 0.1]],
  "gap_ev": [6.05, 6.48],
  "energy_ev": -103020.4863,
  "homo_ev": [-7.075, -7.616],
  "multiplicity": 4,
  "de_lowest_kcal_mol": 14.1
}



{
  "formula": "C34H47MnN5O2P",
  "method": "ωB97M-V/def2-TZVPD",
  "symbols": ["Mn", "C", "C", "N", "C", "C", "N", "C", "C", "C", "N", "C", "C", "N", "C", "H", "H", "H", "H", "H", "H", "H", "H", "H", "H", "H", "H", "H", "H", "H", "H", "H", "H", "H", "H", "H", "H", "H", "H", "O", "C", "O", "C", "C", "C", "C", "C", "C", "P", "C", "C", "C", "C", "C", "C", "C", "C", "C", "C", "C", "C", "H", "H", "H", "H", "H", "H", "H", "H", "H", "H", "H", "H", "H", "H", "C", "C", "C", "C", "C", "N", "H", "H", "H", "H", "H", "H", "H", "H", "H"],
  "xyz": [[0.152215, 0.108004, -0.340859], [3.099186, 1.426521, -1.051942], [3.157510, 0.900411, 0.362770], [2.083357, -0.082490, 0.644135], [1.885126, -0.198641, 2.111310], [1.097508, 0.987696, 2.638531], [-0.132940, 1.100775, 1.851523], [-1.045036, 2.166326, 2.289412], [-1.964050, 2.631214, 1.166685], [-2.560770, 1.497264, 0.337087], [-1.689717, 1.049947, -0.783421], [-1.547150, 2.061612, -1.833251], [-0.280590, 2.903660, -1.644232], [0.732367, 2.199073, -0.837344], [2.120941, 2.575987, -1.201692], [2.793306, 0.614439, -1.713503], [4.089163, 1.744865, -1.385060], [3.030787, 1.724122, 1.067174], [4.130835, 0.457405, 0.587514], [2.403986, -0.984965, 0.308696], [2.847274, -0.274810, 2.626600], [1.323866, -1.109167, 2.309469], [1.659867, 1.922941, 2.565079], [0.897206, 0.822651, 3.702911], [-0.627585, 0.231070, 2.047837], [-0.465102, 3.005848, 2.679455], [-1.654373, 1.800182, 3.122988], [-1.452474, 3.343418, 0.513563], [-2.782713, 3.197906, 1.615088], [-3.509452, 1.828206, -0.093392], [-2.761989, 0.625200, 0.955514], [-2.135318, 0.227062, -1.186063], [-2.428892, 2.706632, -1.881198], [-1.490624, 1.532529, -2.779951], [-0.499414, 3.887932, -1.226986], [0.147272, 3.084102, -2.630433], [0.564186, 2.373683, 0.150510], [2.446341, 3.440229, -0.614954], [2.117051, 2.895799, -2.244117], [-1.008574, -1.496698, 2.916146], [-1.092733, -1.889271, 1.752892], [-1.338127, -1.140905, 0.731379], [-0.868890, -3.334002, 1.416523], [-1.044079, -4.296998, 2.400997], [-0.845750, -5.636570, 2.107428], [-0.436780, -6.003674, 0.832269], [-0.238115, -5.038757, -0.146988], [-0.463288, -3.690811, 0.126013], [-0.237466, -2.378576, -1.140956], [0.762228, -3.217705, -2.425880], [2.133570, -2.960285, -2.414558], [2.994851, -3.593619, -3.303083], [2.486058, -4.485341, -4.236944], [1.120643, -4.742864, -4.273530], [0.269360, -4.115590, -3.374785], [-1.880197, -2.238090, -1.945006], [-1.987932, -1.842559, -3.280139], [-3.229620, -1.645481, -3.870968], [-4.387783, -1.845245, -3.132241], [-4.294922, -2.251154, -1.808324], [-3.052333, -2.445807, -1.219582], [-1.334737, -3.975728, 3.392890], [-1.001336, -6.390098, 2.868793], [-0.268062, -7.047007, 0.596844], [0.105767, -5.350060, -1.123841], [2.535264, -2.250149, -1.698450], [4.058019, -3.389280, -3.269973], [3.150738, -4.982610, -4.931840], [0.720028, -5.440283, -4.998506], [-0.792153, -4.331550, -3.410569], [-1.094941, -1.712702, -3.877440], [-3.293033, -1.349868, -4.911336], [-5.357752, -1.701062, -3.590273], [-5.192092, -2.423431, -1.227670], [-2.994164, -2.756718, -0.185120], [-0.168008, 0.710571, -5.784069], [1.088418, 0.219309, -5.055545], [2.239273, 1.220248, -5.227154], [1.501534, -1.172151, -5.545458], [0.782412, 0.137473, -3.601805], [0.567055, 0.109393, -2.476127], [0.057243, 0.779758, -6.849298], [-0.474861, 1.698172, -5.434623], [-1.002375, 0.020977, -5.651959], [2.482108, 1.287956, -6.288626], [3.130956, 0.894069, -4.688790], [1.959699, 2.215437, -4.875409], [1.739092, -1.099528, -6.607951], [0.699681, -1.899415, -5.414999], [2.377893, -1.540204, -5.012477]],
  "forces_ev_per_a": [[0.1, 1.8, -0.1], [0.0, -0.1, -0.1], [0.0, 0.0, 0.2], [0.0, -0.3, 0.0], [0.0, 0.0, -0.1], [-0.1, 0.0, 0.0], [0.2, -0.3, -0.1], [0.0, 0.0, 0.1], [0.0, 0.1, 0.0], [0.0, 0.0, -0.1], [-0.3, -0.5, 0.0], [-0.1, 0.0, 0.0], [0.1, 0.0, -0.2], [0.2, -0.1, 0.2], [-0.2, 0.0, -0.1], [0.1, 0.0, 0.0], [0.0, 0.1, 0.1], [0.1, 0.0, 0.0], [0.0, -0.1, 0.0], [0.1, -0.1, 0.1], [0.0, 0.0, 0.0], [0.0, 0.0, 0.0], [0.0, 0.0, 0.0], [0.0, 0.0, 0.0], [-0.1, 0.0, 0.0], [0.0, 0.0, -0.1], [0.0, 0.0, 0.0], [0.0, 0.0, 0.1], [0.0, 0.0, 0.0], [0.0, 0.0, 0.0], [0.0, 0.0, 0.0], [-0.2, 0.1, 0.0], [0.0, 0.0, 0.0], [0.0, 0.0, -0.1], [0.0, 0.0, 0.0], [0.0, 0.0, 0.0], [0.1, 0.3, 0.0], [0.1, 0.0, 0.0], [0.0, 0.0, 0.0], [0.0, 0.2, 0.0], [-0.1, -0.2, -0.3], [0.1, -0.2, 0.4], [0.0, 0.1, 0.1], [0.1, -0.1, 0.0], [0.0, 0.0, 0.0], [0.0, 0.1, 0.0], [0.1, -0.1, 0.0], [-0.2, 0.0, -0.1], [0.1, -0.2, 0.2], [0.1, -0.1, -0.1], [0.0, 0.0, 0.0], [-0.1, 0.0, 0.0], [0.0, 0.0, 0.0], [0.0, 0.0, 0.0], [-0.1, 0.0, 0.0], [0.0, -0.1, 0.0], [0.0, 0.0, 0.0], [0.0, 0.0, 0.1], [0.0, 0.0, 0.0], [0.1, 0.0, 0.0], [-0.1, 0.0, 0.0], [0.0, 0.0, 0.0], [0.0, 0.0, 0.0], [0.0, 0.0, 0.0], [0.0, 0.0, 0.0], [0.0, 0.0, 0.0], [0.0, 0.0, 0.0], [0.0, 0.0, 0.0], [0.0, 0.0, 0.0], [0.0, 0.0, 0.0], [0.0, 0.0, 0.0], [0.0, 0.0, 0.0], [0.0, 0.0, 0.0], [0.0, 0.0, 0.0], [0.0, 0.0, -0.1], [0.0, 0.0, 0.0], [-0.1, 0.0, 0.4], [0.0, 0.0, 0.0], [0.0, 0.0, 0.0], [0.2, 0.1, -0.4], [-0.1, -0.3, 0.0], [0.0, 0.0, 0.0], [0.0, 0.0, 0.0], [0.0, 0.0, 0.0], [0.0, 0.0, 0.0], [0.0, 0.0, 0.0], [0.0, 0.0, 0.0], [0.0, 0.0, 0.0], [0.0, 0.0, 0.0], [0.0, 0.0, 0.0]],
  "charge": 1,
  "gap_ev": [8.25, 8.71],
  "energy_ev": -88171.7548,
  "homo_ev": [-10.015, -10.476],
  "multiplicity": 2,
  "de_lowest_kcal_mol": 9.4
}



| no. | M (g/mol) |
| --- | --- |
| 1 | 682.804 |
| 2 | 643.695 |